{
  "formula": "C21H30AgF5Ge3",
  "method": "the ωB97M-V functional and the def2-TZVPD basis",
  "symbols": ["Ag", "F", "C", "F", "C", "F", "F", "F", "C", "Ge", "C", "C", "C", "H", "H", "H", "H", "H", "H", "H", "H", "H", "H", "H", "C", "Ge", "C", "C", "Ge", "C", "C", "C", "C", "C", "C", "C", "C", "C", "C", "C", "C", "H", "H", "H", "H", "H", "H", "H", "H", "H", "H", "H", "H", "H", "H", "H", "H", "H", "H", "H"],
  "positions_angstrom": [[-1.08765, 1.95269, -0.05286], [-2.92155, 3.97354, -2.25444], [-1.71387, 3.56368, -1.67667], [-0.89853, 3.33249, -2.80350], [-1.12502, 4.82056, -1.05695], [-1.03057, 5.92233, -1.83448], [0.12804, 4.57495, -0.61193], [-1.83242, 5.20663, 0.02466], [-3.59352, -0.23468, -1.32721], [-3.46970, -0.41345, 0.65084], [-2.34876, -1.96889, 1.18190], [-5.33370, -0.85880, 1.27850], [-2.71029, 1.25460, 1.34758], [-3.56394, -1.19908, -1.82483], [-2.75078, 0.35763, -1.68666], [-4.50385, 0.27964, -1.62100], [-2.43779, -2.78888, 0.47668], [-2.63747, -2.33293, 2.16350], [-1.30281, -1.68664, 1.21937], [-5.62543, -1.80274, 0.82570], [-6.03804, -0.09894, 0.95808], [-5.40900, -0.96085, 2.35818], [-2.31599, 1.14237, 2.35823], [-3.42710, 2.08003, 1.33609], [2.76727, 0.49121, 3.34081], [1.85960, -0.91787, 2.23278], [0.46610, -1.68612, 3.44991], [3.23250, -2.40715, 2.14978], [0.84836, 0.25815, 0.24181], [2.49826, 0.88858, -0.69999], [2.37353, 1.65325, -1.85254], [3.48011, 2.16453, -2.50211], [4.74665, 1.94183, -1.98994], [4.89496, 1.18318, -0.84277], [3.77957, 0.65523, -0.21906], [0.31285, -1.18613, -1.03179], [-0.22261, -0.79221, -2.25226], [-0.71441, -1.71467, -3.15688], [-0.70495, -3.06396, -2.84409], [-0.14719, -3.47903, -1.64694], [0.35509, -2.54560, -0.75966], [3.09013, 0.08741, 4.29745], [2.08112, 1.31258, 3.53188], [3.63906, 0.90687, 2.84198], [0.87302, -1.86741, 4.43966], [0.09536, -2.62779, 3.05764], [-0.37995, -1.01453, 3.55089], [3.50216, -2.66334, 3.17102], [4.13364, -2.10689, 1.62238], [2.83369, -3.29409, 1.66586], [1.38792, 1.86778, -2.24540], [3.34702, 2.74801, -3.40387], [5.61668, 2.35253, -2.48404], [5.88181, 1.00242, -0.43315], [3.89840, 0.05435, 0.67152], [-0.27196, 0.26635, -2.49345], [-1.11825, -1.38151, -4.10220], [-1.14146, -3.78737, -3.52117], [-0.11790, -4.53109, -1.39298], [0.77356, -2.88277, 0.18015]],
  "forces_ev_per_a": [[-0.160, -0.059, -0.355], [0.201, -0.306, 0.511], [0.278, -0.067, -0.064], [-0.014, -0.042, 0.131], [0.225, 0.555, 0.313], [-0.080, -0.169, -0.262], [0.081, -0.080, -0.137], [-0.261, -0.101, 0.028], [0.196, 0.005, 0.436], [-0.047, -0.276, -0.354], [-0.245, 0.466, -0.110], [0.623, 0.285, -0.104], [-0.576, -0.491, 0.401], [0.005, -0.192, -0.034], [-0.022, -0.039, 0.002], [-0.178, 0.095, 0.049], [-0.086, -0.082, -0.191], [-0.100, 0.010, 0.197], [0.118, 0.085, 0.015], [-0.003, -0.156, -0.092], [-0.119, 0.174, -0.076], [0.097, 0.004, 0.124], [0.211, 0.033, -0.097], [0.215, 0.108, -0.204], [-0.222, -0.255, -0.295], [0.025, 0.080, 0.598], [0.269, 0.203, -0.373], [-0.493, 0.553, -0.260], [0.278, -0.470, 0.021], [-0.310, 0.113, 0.316], [-0.271, 0.056, -0.079], [0.044, 0.098, -0.194], [0.187, 0.033, -0.114], [0.239, -0.039, -0.003], [-0.119, -0.116, 0.227], [-0.049, 0.259, 0.260], [0.027, 0.230, -0.109], [-0.061, -0.041, -0.156], [-0.025, -0.135, -0.100], [-0.079, -0.214, -0.021], [0.184, -0.011, 0.233], [-0.003, -0.150, 0.129], [-0.127, 0.083, 0.014], [0.077, 0.006, -0.127], [0.202, -0.018, 0.168], [-0.070, -0.167, -0.093], [-0.143, 0.155, -0.025], [-0.019, 0.012, 0.187], [0.078, 0.061, -0.089], [-0.077, -0.098, -0.081], [-0.079, 0.100, -0.056], [0.024, 0.052, -0.025], [0.048, 0.045, -0.037], [0.019, -0.016, -0.006], [0.164, -0.023, 0.072], [-0.054, -0.033, -0.063], [-0.101, 0.052, -0.067], [0.064, -0.017, -0.069], [-0.018, -0.059, -0.006], [0.035, -0.091, 0.096]],
  "lowdin_charge": [0.6029, -0.0315, -0.3656, -0.0630, -0.6411, 0.1133, 0.0775, 0.0994, -0.2223, 0.7575, -0.2178, -0.2340, -0.3371, 0.0068, -0.0245, 0.0101, 0.0138, 0.0122, -0.0415, 0.0038, -0.0006, 0.0003, -0.0435, -0.0292, -0.2695, 0.6962, -0.2764, -0.2498, 0.7982, -0.3706, -0.1319, -0.0963, -0.1145, -0.1050, -0.1436, -0.3853, -0.1533, -0.1019, -0.1108, -0.1079, -0.1522, 0.0027, 0.0053, -0.0045, 0.0033, -0.0015, -0.0018, 0.0035, -0.0050, -0.0054, 0.0720, 0.0987, 0.0910, 0.0946, 0.0410, 0.0757, 0.0997, 0.0919, 0.0950, 0.0723],
  "homo_energy_ev": [-4.4, -4.7],
  "total_charge": -1,
  "spin_multiplicity": 2,
  "lumo_energy_ev": [2.866, 1.427]
}

=====

{
  "formula": "C3H7NO2",
  "method": "the ωB97M-V functional and the def2-TZVPD basis",
  "symbols": ["H", "N", "C", "O", "C", "C", "O", "H", "H", "H", "H", "H", "H"],
  "positions_angstrom": [[0.71853, 2.69168, -0.10402], [0.43869, 1.71769, -0.14907], [1.40895, 0.94072, 0.10968], [1.33046, -0.38459, 0.13300], [0.16607, -1.04680, -0.40209], [-1.14879, -0.88279, 0.35670], [-1.87361, 0.27351, 0.05424], [2.42740, 1.25615, 0.35004], [0.45994, -2.09873, -0.37844], [0.02688, -0.73183, -1.44249], [-0.95769, -1.00245, 1.43895], [-1.77535, -1.73040, 0.04865], [-1.22149, 0.99783, -0.01515]],
  "forces_ev_per_a": [[0.048, -0.067, -0.031], [0.359, -0.203, 0.068], [-0.155, 0.257, -0.012], [0.043, 0.093, 0.065], [-0.271, -0.135, -0.160], [0.156, -0.368, 0.086], [-0.047, 0.092, 0.026], [-0.136, -0.011, 0.016], [-0.057, 0.131, -0.036], [0.045, 0.014, 0.110], [-0.015, 0.114, -0.189], [0.116, 0.062, 0.094], [-0.084, 0.021, -0.037]],
  "lowdin_charge": [0.0709, 0.1153, -0.2890, -0.0541, -0.1509, -0.2673, -0.0895, 0.1376, 0.1244, 0.1340, 0.1244, 0.1204, 0.0237],
  "homo_energy_ev": -9.9,
  "total_charge": 0,
  "lumo_energy_ev": 0.847
}

=====

Relative energy (zero: lowest compared OMol25 entry of this formula, charge and spin) (computed, kcal/mol): 10.8; 36.5